No. 1
This record from the OMol25 dataset describes a cluster of 3 separate species, C26H65BF4N7O5P2Si in total at a distorted geometry. The level of theory is the ωB97M-V functional and the def2-TZVPD basis.

Output
Calculated total energy in eV: -86690.1986
Multiplicity: 1
Charge: -1
HOMO in eV: -3.64

The geometry in XYZ format:
```
111
Properties=species:S:1:pos:R:3:forces:R:3
C 2.65064 2.15045 -2.27099 -0.1 0.4 -0.5
C 2.79122 1.30432 -3.53612 0.2 -0.6 0.5
C 2.03920 -0.03742 -3.44407 -0.2 0.3 0.3
N 1.07952 -0.20529 -4.54215 0.2 0.0 0.2
C 0.14653 -1.31142 -4.32174 0.4 -0.5 -0.6
O 0.80918 -2.47575 -3.91022 -0.1 0.3 0.6
B 0.13506 -2.94358 -2.64136 -0.3 -0.4 -0.6
Si 1.40232 -3.94758 -1.41603 -0.2 0.2 -0.4
C 3.19056 -3.30106 -1.49977 -0.1 -0.5 0.1
C 1.50013 -5.72672 -2.10134 0.2 0.3 0.0
C 0.82644 -4.12240 0.39091 0.5 -0.3 -0.1
O -0.54321 -1.72696 -2.14890 -0.4 0.2 0.4
C -1.00659 -1.02771 -3.27679 1.0 0.0 -0.6
C -2.30888 -1.61727 -3.83532 -0.1 -0.1 -0.2
C -2.78148 -0.99752 -5.14097 -0.1 -0.4 0.2
F -3.80287 -0.06278 -4.92383 0.1 0.2 -0.1
C -1.16379 0.45937 -2.96193 -0.5 0.0 0.5
C -1.80696 0.71697 -1.61188 0.2 0.7 -0.3
O -3.16420 0.27547 -1.57625 0.2 -0.1 0.2
C -3.61767 -0.08346 -0.31278 -0.2 -0.1 -0.1
C -4.14987 1.08333 0.50055 0.0 -0.2 0.3
F -4.49300 0.61474 1.73734 0.0 0.4 -0.3
F -3.25212 2.07286 0.69646 -0.3 -0.2 -0.1
F -5.26250 1.63952 -0.02769 0.4 0.0 0.1
H 3.15524 1.72594 -1.40567 -0.1 -0.1 0.0
H 3.08523 3.13220 -2.45968 0.1 0.1 0.1
H 1.59872 2.31893 -2.03610 0.0 -0.1 0.1
H 3.85408 1.07798 -3.65180 0.1 0.2 -0.4
H 2.42861 1.86318 -4.39807 0.1 0.0 -0.1
H 2.73850 -0.87082 -3.35327 0.0 -0.1 -0.2
H 1.47573 -0.05079 -2.51047 0.0 -0.1 0.0
H 1.62547 -0.44671 -5.36182 -0.1 0.0 -0.1
H -0.24738 -1.54592 -5.32049 -0.3 0.3 0.0
H -0.70639 -3.80602 -3.02442 0.0 -0.1 0.4
H 3.33178 -2.38942 -0.91996 0.1 0.1 -0.1
H 3.41750 -3.12973 -2.55356 0.0 0.3 0.0
H 3.89098 -4.07339 -1.16735 0.1 0.1 0.2
H 0.73462 -6.34747 -1.63478 0.0 -0.2 -0.1
H 1.31598 -5.67176 -3.17561 -0.1 -0.1 0.0
H 2.48811 -6.17590 -1.97317 0.0 -0.1 0.2
H 0.09967 -4.93610 0.43218 -0.1 0.1 0.0
H 1.66577 -4.43278 1.02225 0.0 0.1 0.1
H 0.39122 -3.21045 0.79632 -0.1 0.0 0.0
H -3.11078 -1.53687 -3.10424 0.0 0.1 0.1
H -2.16333 -2.68140 -4.01786 0.2 0.0 0.1
H -1.97274 -0.51612 -5.68880 -0.1 0.3 0.0
H -3.20843 -1.76987 -5.78308 -0.1 0.0 -0.1
H -0.20327 0.96262 -2.91502 0.1 0.0 -0.1
H -1.75052 0.98309 -3.71913 0.0 -0.1 -0.2
H -1.20004 0.26983 -0.82238 -0.2 -0.3 0.0
H -1.80602 1.80206 -1.45451 0.1 0.0 0.1
H -4.45919 -0.76458 -0.44303 0.0 0.0 0.1
H -2.87556 -0.60998 0.29224 0.1 0.1 0.0
O 3.60921 4.24837 0.87453 2.4 -1.1 1.4
P 4.04534 5.63416 1.16870 -3.2 2.4 -1.7
N 2.93705 6.18891 2.31674 -0.4 0.0 -0.2
C 2.61915 7.58469 2.52143 0.4 0.2 0.2
C 2.96779 5.45086 3.56913 0.1 -0.3 0.0
N 3.71696 6.39899 -0.33196 -0.1 0.8 0.8
C 2.32087 6.69443 -0.62791 -0.1 -0.3 -0.3
C 4.40405 5.68027 -1.40204 0.0 0.4 -0.1
N 5.43571 6.55865 1.61132 1.0 -2.1 -0.1
C 5.75204 7.78071 0.88459 -0.1 0.2 0.0
C 6.65065 5.74940 1.79903 -0.1 -0.1 0.2
H 3.40216 8.12980 3.07173 0.0 0.0 0.0
H 1.69498 7.65220 3.09964 0.0 0.0 0.0
H 2.43724 8.10320 1.58594 0.1 0.0 0.0
H 3.80639 5.76068 4.21181 -0.1 0.0 0.0
H 3.05812 4.38287 3.37417 0.0 0.0 -0.1
H 2.03626 5.60641 4.11589 0.0 0.1 0.0
H 1.64571 5.86037 -0.40496 0.0 0.0 0.0
H 2.22499 6.93399 -1.68880 0.1 -0.1 0.0
H 1.97938 7.57499 -0.09013 0.0 0.0 0.0
H 3.93143 4.72932 -1.64779 0.0 0.0 0.0
H 5.44092 5.48014 -1.11748 0.0 0.0 0.0
H 4.41280 6.32994 -2.28064 0.1 -0.1 -0.1
H 6.12030 7.60369 -0.13120 0.0 0.0 0.0
H 6.53207 8.29600 1.45268 0.0 -0.1 0.0
H 4.89490 8.44432 0.82959 -0.1 -0.1 0.0
H 7.05081 5.36419 0.85305 0.1 0.1 0.0
H 6.43793 4.89557 2.44458 0.0 0.0 0.0
H 7.42658 6.34268 2.28492 0.0 0.1 0.0
O -3.54392 -2.89732 1.44550 -2.5 0.4 -0.6
P -3.89163 -3.77722 2.57766 3.5 -1.7 1.9
N -3.57248 -2.90253 3.98187 0.4 0.1 -0.1
C -3.32388 -3.48068 5.28167 -0.4 -0.2 0.2
C -4.35028 -1.67568 4.04838 -0.1 0.2 -0.2
N -2.74822 -5.05549 2.47369 0.0 0.2 0.8
C -1.41411 -4.86410 3.03689 0.1 0.2 0.0
C -2.66663 -5.54315 1.09654 -0.2 -0.1 -0.1
N -5.24501 -4.72534 3.06868 -0.8 0.9 -1.9
C -5.04741 -6.09648 3.51560 0.0 -0.1 0.2
C -6.38270 -4.65110 2.13872 -0.1 0.2 0.0
H -4.23980 -3.84395 5.77420 0.0 0.0 0.0
H -2.87865 -2.71769 5.92447 0.0 0.1 0.0
H -2.61487 -4.29881 5.23602 -0.1 -0.1 0.0
H -5.38920 -1.84994 4.36895 0.1 0.0 0.1
H -4.36371 -1.21046 3.06672 0.0 0.0 0.0
H -3.89029 -0.96339 4.73598 0.1 -0.1 0.1
H -0.96693 -3.89913 2.77462 0.0 -0.1 0.0
H -0.75607 -5.65031 2.66453 0.0 0.0 -0.1
H -1.42061 -4.96583 4.11955 0.0 0.0 0.0
H -2.08811 -4.87903 0.44912 -0.1 0.0 0.0
H -3.66598 -5.63412 0.66187 0.0 0.0 0.0
H -2.21351 -6.53730 1.09038 0.0 0.0 0.0
H -4.78323 -6.78624 2.70747 0.0 0.0 0.0
H -5.99115 -6.42614 3.96079 0.0 0.0 0.0
H -4.28394 -6.15896 4.28498 0.1 0.0 -0.1
H -6.19100 -5.17935 1.19647 0.0 -0.1 0.0
H -6.60538 -3.61010 1.89909 0.0 0.0 0.0
H -7.27433 -5.07977 2.59917 0.0 0.0 0.1
```
Forces are in eV/Å.

---

No. 2
This record from the OMol25 dataset describes a structure of composition C50H51BrN3O3Sc at a distorted geometry. The level of theory is the ωB97M-V functional and the def2-TZVPD basis.

Output
Calculated total energy in eV: -154037.2248
Energy relative to the best compared isomer or geometry (same formula, charge and spin) in kJ/mol: 269.3
Multiplicity: 1
HOMO in eV: -5.89

The geometry in XYZ format:
```
109
Properties=species:S:1:pos:R:3:forces:R:3
Sc -0.62995 -1.56910 0.09764 0.2 1.2 0.2
C -3.40505 -0.71546 2.66679 0.0 -0.1 0.1
C -2.45289 -1.51629 3.55552 0.0 0.1 -0.3
C -1.93705 -2.82746 2.96285 -0.3 0.1 0.1
C -1.25262 -0.71855 4.01049 0.0 0.0 0.0
C -1.13375 -0.60568 5.39142 0.0 0.1 0.1
C -0.07739 0.04603 5.99048 0.1 0.1 0.0
C 0.89592 0.57158 5.17196 -0.1 0.0 0.1
C 0.82589 0.47285 3.78662 -0.1 -0.1 -0.2
C 1.99128 1.06368 3.04047 0.1 0.1 0.0
C 3.28525 0.31949 3.38801 -0.1 0.0 -0.2
C 2.12267 2.56065 3.33809 0.0 -0.1 -0.1
C -0.26801 -0.16148 3.14862 0.2 0.0 0.2
N -0.33023 -0.28964 1.71634 0.2 -0.8 0.2
C -0.60015 0.78191 0.88339 0.2 0.4 -0.9
C -0.55112 0.78463 -0.55922 0.2 0.5 1.2
N -0.05198 -0.22884 -1.35224 0.1 -0.7 -0.4
C 0.01728 -0.19931 -2.76145 0.0 0.0 -0.2
C -0.51004 -1.30245 -3.48096 -0.1 0.1 0.1
C -0.48737 -1.33652 -4.86599 0.0 0.0 -0.1
C 0.07039 -0.30793 -5.60287 0.0 0.0 0.0
C 0.66086 0.73249 -4.91609 -0.1 0.1 0.0
C 0.66138 0.80393 -3.52736 0.0 0.0 0.1
C 1.49830 1.90164 -2.90998 -0.1 0.0 -0.4
C 2.97905 1.57252 -3.14430 0.0 -0.1 -0.6
C 1.19048 3.31075 -3.41971 0.0 -0.1 0.0
C -1.02862 -2.50634 -2.73280 0.3 -0.1 -0.1
C 0.17387 -3.35620 -2.27870 -0.4 0.1 0.0
C -2.03548 -3.36227 -3.49459 -0.1 0.0 0.1
C -1.32023 1.96192 -1.01015 -0.4 0.0 -0.2
C -1.83726 2.36734 -2.21548 0.2 -0.2 0.1
C -2.60632 3.55700 -2.26969 -0.1 0.1 0.0
C -2.88917 4.30441 -1.15727 -0.1 0.1 0.0
C -2.44086 3.86709 0.11571 0.2 -0.2 0.0
C -2.77633 4.42023 1.37758 0.0 0.0 0.0
C -2.39536 3.77316 2.52393 -0.1 0.1 0.0
C -1.66518 2.55899 2.51027 0.2 -0.2 -0.1
C -1.27604 2.03032 1.30214 -0.5 0.1 0.2
C -1.66995 2.71078 0.13283 0.0 0.1 0.0
H -4.25781 -1.32465 2.35447 0.0 0.0 0.0
H -2.91239 -0.34078 1.78064 0.0 0.1 -0.1
H -3.78735 0.14323 3.22090 0.0 0.0 0.0
H -3.02256 -1.78302 4.44905 0.1 0.0 0.0
H -1.22046 -2.60130 2.17035 -0.1 -0.2 0.2
H -2.75357 -3.43876 2.57244 0.1 0.0 -0.1
H -1.40712 -3.39583 3.72849 0.0 0.0 0.0
H -1.90763 -1.04166 6.01287 0.0 0.0 0.0
H -0.00574 0.13322 7.06710 0.0 0.0 0.0
H 1.74837 1.07187 5.61544 0.0 0.0 0.0
H 1.80680 0.92639 1.98435 0.0 0.0 -0.4
H 3.49095 0.35750 4.45853 0.0 0.0 0.0
H 4.13228 0.76763 2.86499 0.0 0.0 0.0
H 3.20491 -0.73064 3.09555 0.0 0.0 0.0
H 2.38745 2.73407 4.38338 0.0 0.0 0.0
H 1.18215 3.07607 3.13571 0.0 0.0 0.0
H 2.90157 3.00447 2.72030 0.1 0.1 -0.1
H -0.91561 -2.18379 -5.38548 0.0 0.0 0.0
H 0.07275 -0.33504 -6.68470 0.0 0.0 0.0
H 1.15471 1.52009 -5.47307 0.0 0.0 0.0
H 1.31497 1.89146 -1.84506 -0.4 0.1 -0.6
H 3.21360 1.59787 -4.20991 -0.1 0.0 -0.1
H 3.20747 0.57029 -2.77533 0.0 0.1 -0.2
H 3.62236 2.29033 -2.62986 -0.1 -0.5 -0.8
H 1.45568 3.42830 -4.47230 0.0 0.0 0.0
H 1.77040 4.03899 -2.84722 -0.1 0.0 -0.2
H 0.13563 3.54969 -3.30304 0.0 0.1 0.0
H -1.54448 -2.12090 -1.85479 -0.2 -0.1 -0.3
H 0.88166 -3.46818 -3.09961 0.1 0.1 0.0
H -0.14332 -4.35110 -1.96695 0.1 0.0 0.1
H 0.70649 -2.86708 -1.45067 0.3 -0.1 -0.1
H -1.57217 -3.89891 -4.32337 0.0 0.0 0.0
H -2.85155 -2.75018 -3.88025 0.0 0.0 0.0
H -2.46870 -4.10803 -2.82279 0.0 0.0 0.0
H -1.68953 1.79836 -3.12216 0.0 0.0 0.0
H -2.99795 3.87212 -3.22927 0.0 0.0 0.0
H -3.49563 5.19974 -1.23314 0.0 0.0 0.0
H -3.36538 5.32874 1.42668 0.0 0.0 0.0
H -2.68309 4.18305 3.48460 0.0 0.0 0.0
H -1.43261 2.07542 3.44867 0.0 0.0 0.0
Br 0.20129 -5.17097 0.85842 -0.2 0.0 0.0
C -1.61199 -4.90001 0.34005 0.5 0.3 0.1
C -2.50086 -5.95191 0.32627 -0.2 -0.2 0.0
C -3.82780 -5.66444 0.02419 0.2 0.1 0.0
C -4.18581 -4.35097 -0.22765 -0.1 0.0 0.0
C -3.21016 -3.37271 -0.19975 0.1 0.1 0.0
N -1.92005 -3.64282 0.06490 -0.3 -0.2 -0.1
C -3.55279 -1.90053 -0.42740 -0.3 -0.3 0.0
O -4.69797 -1.61045 -0.69910 0.1 0.0 0.0
O -2.54585 -1.11899 -0.28191 -0.6 -0.1 0.0
H -2.17424 -6.95560 0.55296 0.0 0.0 0.0
H -4.56144 -6.45861 0.00219 0.0 0.0 0.0
H -5.20165 -4.04922 -0.43975 0.0 0.0 0.0
C 4.27545 -1.65234 -0.23862 0.0 -0.1 0.1
C 3.22548 -0.57505 -0.10631 0.1 -0.8 -0.2
O 2.07375 -0.89834 0.13146 0.4 0.4 0.2
C 3.68789 0.81860 -0.34741 -0.2 0.5 0.3
C 2.76368 1.85287 -0.48040 0.1 -0.2 1.4
C 3.16582 3.13991 -0.79269 0.2 0.4 1.0
C 4.51307 3.42449 -0.95449 -0.1 0.1 0.4
C 5.45025 2.41078 -0.79912 0.1 0.1 -0.1
C 5.04374 1.12124 -0.50827 0.1 -0.1 0.0
H 3.81262 -2.63106 -0.13357 -0.1 0.0 0.0
H 5.02761 -1.53319 0.54362 0.1 0.0 0.0
H 4.77565 -1.58901 -1.20574 0.0 0.0 0.0
H 1.71288 1.63349 -0.34574 0.2 -0.1 0.6
H 2.42438 3.92144 -0.90518 0.1 -0.1 0.1
H 4.83373 4.42932 -1.19810 0.0 0.0 0.0
H 6.50271 2.62972 -0.92570 0.0 0.0 0.0
H 5.80090 0.35539 -0.40497 0.0 0.0 0.0
```
Forces are in eV/Å.

---

No. 3
This record from the OMol25 dataset describes a cluster of 3 separate species, C22H25NO3 in total at a distorted geometry. The level of theory is the ωB97M-V functional and the def2-TZVPD basis.

Output
Calculated total energy in eV: -30848.5481
SMILES: CCCCC1=C(O)C(=O)C=C(N)C1=O.c1ccccc1.c1ccccc1
Energy relative to the best compared isomer or geometry (same formula, charge and spin) in kJ/mol: 570.5
Multiplicity: 1
HOMO in eV: -9.26

The geometry in XYZ format:
```
51
Properties=species:S:1:pos:R:3:forces:R:3
C 6.38367 -0.25656 -0.21690 0.3 0.3 -0.5
C 5.70599 0.91645 -1.10613 -0.2 0.0 2.1
C 4.18166 1.04130 -0.64596 -1.2 0.5 -0.9
C 3.13979 1.12863 -1.88607 -0.6 0.0 0.5
C 1.70014 0.84540 -1.23308 -0.1 0.7 -0.5
C 0.84398 1.86803 -0.80400 1.2 -2.5 -0.3
O 1.24181 3.22130 -0.94163 -1.4 -1.7 -0.4
C -0.52673 1.40226 -0.13329 -0.4 0.5 0.5
O -1.56170 2.07715 -0.15444 2.6 -1.6 0.1
C -0.45491 -0.00513 0.62287 1.7 -1.8 -0.9
C 0.40734 -1.03624 0.19774 -0.8 2.5 -0.4
N 0.52538 -2.34292 0.84476 0.7 1.1 -0.8
C 1.32950 -0.69075 -1.06307 0.1 -1.3 -0.3
O 1.73812 -1.61494 -1.81049 -0.9 3.3 2.3
H 6.96511 0.19758 0.65806 -0.6 -0.7 -1.4
H 7.05633 -0.86523 -0.91014 -0.6 0.7 1.3
H 5.62111 -0.95620 0.24884 0.8 0.8 -0.8
H 6.21610 1.89119 -0.78728 -0.6 -1.3 -0.8
H 5.85610 0.76115 -2.21620 -0.4 0.1 1.3
H 3.81089 0.16396 -0.01385 0.9 1.0 -0.8
H 3.96335 1.97402 -0.01526 0.6 -1.3 -0.8
H 3.37799 0.35593 -2.69507 -0.4 0.9 1.3
H 3.16129 2.15949 -2.38556 -0.1 -1.5 0.9
H 0.87752 3.50782 -1.80371 0.2 0.1 0.6
H -1.08972 -0.23077 1.53243 0.5 0.6 -1.4
H 1.44591 -2.32774 1.32292 -0.8 -0.1 -0.2
H 0.62386 -3.07748 0.12152 -0.1 0.7 0.4
C -1.50018 -1.86358 -3.02524 -0.1 0.0 0.0
C -2.50391 -0.94525 -2.73270 0.0 -0.1 0.0
C -3.81887 -1.20908 -3.10106 0.0 0.0 0.0
C -4.13099 -2.39051 -3.76565 0.1 0.0 0.0
C -3.12703 -3.30516 -4.06562 0.0 0.0 0.0
C -1.81244 -3.04301 -3.69434 0.0 0.1 0.0
H -0.47900 -1.65886 -2.72419 -0.1 -0.1 -0.1
H -2.26092 -0.02254 -2.21575 0.0 -0.1 0.0
H -4.60091 -0.49413 -2.86985 0.1 0.0 0.0
H -5.15652 -2.59775 -4.05050 0.1 0.0 0.0
H -3.36942 -4.22400 -4.58886 0.0 0.1 0.0
H -1.03017 -3.75748 -3.92650 0.0 0.0 0.0
C -2.75358 0.34689 5.58174 0.0 0.0 0.0
C -3.76397 1.22783 5.95182 0.0 0.0 -0.1
C -4.24291 2.16149 5.03856 0.1 -0.1 0.0
C -3.70816 2.21708 3.75561 0.0 0.0 0.1
C -2.69146 1.34222 3.38830 0.0 0.0 0.1
C -2.21496 0.40609 4.30034 -0.1 0.1 0.0
H -2.38496 -0.38522 6.29173 0.0 0.1 0.0
H -4.17938 1.18638 6.95293 0.0 0.0 -0.1
H -5.03318 2.84608 5.32654 0.1 0.0 0.0
H -4.08290 2.94288 3.04266 0.0 0.0 0.0
H -2.27087 1.39005 2.38985 -0.1 0.1 0.1
H -1.42321 -0.27813 4.01320 0.0 0.0 0.0
```
Forces are in eV/Å.